Arrangement a

# CH9O3S

A cluster of 4 separate species, CH9O3S in total (wB97M-V/def2-TZVPD, the OMol25 dataset).

Last column: Mulliken charge in e.
Atoms and positions in Å:
C -0.621 -1.652 2.629  -0.769
S 0.535 -0.238 2.798  -0.722
H -1.183 -1.771 3.551  0.266
H -0.075 -2.590 2.512  0.207
H -1.311 -1.433 1.816  0.221
H 1.399 -1.976 0.047  0.315
H 0.881 -0.703 0.429  0.259
O 1.032 -1.227 -0.407  -0.658
H -0.531 1.668 2.403  0.244
H -1.432 2.061 1.268  0.288
O -0.944 2.452 1.995  -0.651
H 0.376 1.220 -6.030  0.324
H 1.027 2.511 -6.304  0.314
O 0.847 1.677 -6.707  -0.638

Results
**Total charge**: -1
**LUMO**: 2.85 eV
**Multiplicity**: 1
**HOMO energy**: -3.15 eV

Arrangement b

# CH9O3S

A cluster of 4 separate species, CH9O3S in total (wB97M-V/def2-TZVPD, the OMol25 dataset).

Last column: Mulliken charge in e.
Atoms and positions in Å:
C 1.729 -0.479 0.527  -0.861
S 1.428 0.836 -0.726  -0.687
H 2.377 -1.301 0.228  0.289
H 0.787 -0.848 0.945  0.230
H 2.208 -0.101 1.448  0.287
H -0.430 1.080 2.264  0.314
H -0.091 1.540 0.831  0.208
O -0.509 1.831 1.666  -0.666
H -0.048 -0.371 -1.621  0.227
H -0.200 -1.201 -2.924  0.261
O -0.650 -1.002 -2.079  -0.688
H -1.981 -0.415 -0.853  0.425
H -2.053 0.526 0.425  0.355
O -2.566 -0.092 -0.130  -0.696

Results
**Total charge**: -1
**LUMO**: 3.92 eV
**Multiplicity**: 1
**HOMO energy**: -3.48 eV

Arrangement c

# CH9O3S

A cluster of 4 separate species, CH9O3S in total (wB97M-V/def2-TZVPD, the OMol25 dataset).

Last column: Mulliken charge in e.
Atoms and positions in Å:
C -0.474 1.890 0.507  -0.880
S -0.450 0.198 -0.236  -0.681
H -1.388 2.532 0.281  0.232
H 0.291 2.447 0.002  0.261
H -0.713 1.813 1.610  0.314
H -1.252 -2.406 0.546  0.343
H -0.376 -1.753 -0.542  0.228
O -0.424 -2.639 -0.015  -0.688
H 1.432 -0.619 2.462  0.258
H 0.372 0.044 1.639  0.311
O 0.975 0.243 2.428  -0.646
H 0.717 -1.305 -3.202  0.329
H 0.396 -0.137 -2.335  0.250
O 0.893 -0.307 -3.146  -0.630

Results
**Total charge**: -1
**LUMO**: 3.88 eV
**Multiplicity**: 1
**HOMO energy**: -3.46 eV

Which one is most stable, and which one is least stable? arrangement b is the most stable of them, while arrangement c is the least stable.

Arrangement a

# C4H4O3S

A cluster of 2 separate species, C4H4O3S in total (wB97M-V/def2-TZVPD, the OMol25 dataset).

Last column: Mulliken charge in e.
Atoms and positions in Å:
C -0.850 -1.873 -0.677  -0.111
C -0.274 -0.670 -0.544  0.409
C 1.690 0.619 -0.244  -0.789
C 0.581 0.127 0.289  -0.274
O -3.094 0.529 1.150  -0.405
O -3.350 -0.115 -1.252  -0.406
O 0.185 -1.295 -1.685  -0.474
S -2.608 0.521 -0.206  0.742
H -1.754 -2.392 -0.974  0.318
H 2.343 1.245 0.132  0.418
H 1.840 0.773 -1.299  0.270
H 0.578 -0.044 1.389  0.302

Results
**LUMO (alpha / beta)**: -1.34 / -1.16 eV
**Multiplicity**: 1
**HOMO energy (alpha / beta)**: -8.72 / -8.38 eV

Arrangement b

# C4H4O3S

An isolated molecule of C4H4O3S (wB97M-V/def2-TZVPD, the OMol25 dataset).

Last column: Mulliken charge in e.
Atoms and positions in Å:
O 1.966 1.292 1.588  -0.446
C 1.032 0.879 2.281  0.207
O -0.064 0.005 1.919  -0.304
C -0.422 -0.280 0.620  -0.071
C 0.253 0.015 -0.548  -0.294
C -0.348 -0.429 -1.733  0.207
O -1.696 -0.774 -1.676  -0.442
S 0.546 -0.694 -3.179  -0.298
H 0.816 1.173 3.301  0.363
H -1.439 -0.783 0.669  0.346
H 1.235 0.552 -0.563  0.392
H -1.879 -0.955 -2.680  0.341

Results
**Structure (SMILES)**: O=CO/C=C/C(O)=S
**LUMO**: -0.79 eV
**Multiplicity**: 1
**HOMO energy**: -8.88 eV

Which one is most stable, and which one is least stable? arrangement b is the most stable of them, while arrangement a is the least stable.

Arrangement a

# C2H7NO3

A cluster of 2 separate species, C2H7NO3 in total (wB97M-V/def2-TZVPD, the OMol25 dataset).

Last column: Mulliken charge in e.
Atoms and positions in Å:
N 0.286 -0.955 0.752  -0.324
C 0.046 0.024 -0.042  0.502
O -1.050 0.401 -0.326  -0.704
C 1.248 0.905 -0.490  -0.314
O 2.394 0.603 0.216  -0.540
H -0.494 -1.346 1.285  0.243
H 1.213 -1.385 0.812  0.225
H 1.425 0.810 -1.579  0.237
H 1.111 1.980 -0.263  0.290
H 2.938 1.417 0.205  0.324
O -3.383 -0.614 -0.155  -0.702
H -3.266 -1.588 -0.232  0.272
H -2.468 -0.252 -0.182  0.492

Results
**Structure (SMILES)**: NC(=O)CO.O
**LUMO**: 0.42 eV
**Multiplicity**: 1
**HOMO energy**: -10.10 eV

Arrangement b

# C2H7NO3

A cluster of 2 separate species, C2H7NO3 in total (wB97M-V/def2-TZVPD, the OMol25 dataset).

Last column: Mulliken charge in e.
Atoms and positions in Å:
C -0.862 -0.499 0.115  -0.569
C 1.600 -0.516 0.065  -0.040
N -1.973 1.522 0.346  -0.459
O 1.695 0.720 -0.502  -0.524
O 2.041 -1.529 -0.702  -0.442
O -1.345 0.592 -0.562  -0.262
H -1.292 -1.428 -0.185  0.320
H -0.628 -0.376 1.271  0.247
H 1.631 -0.653 1.103  0.454
H -1.256 1.734 1.050  0.271
H -2.777 1.058 0.785  0.282
H 0.954 0.658 -1.228  0.417
H 2.211 -1.282 -1.556  0.305

Results
**LUMO (alpha / beta)**: 0.69 / 0.62 eV
**Multiplicity**: 1
**HOMO energy (alpha / beta)**: -7.36 / -7.08 eV

Arrangement c

# C2H7NO3

A cluster of 2 separate species, C2H7NO3 in total (wB97M-V/def2-TZVPD, the OMol25 dataset).

Last column: Mulliken charge in e.
Atoms and positions in Å:
C 2.160 -0.722 -0.171  -0.848
N 1.172 0.310 -0.488  -0.272
C -0.139 0.275 -0.105  0.642
O -1.048 0.758 -0.714  -0.535
O -0.343 -0.390 1.089  -0.470
H 2.505 -0.649 0.859  0.257
H 2.994 -0.607 -0.852  0.345
H 1.742 -1.716 -0.327  0.306
H 1.300 0.823 -1.344  0.262
H 0.399 -0.164 1.664  0.323
O -3.922 0.572 0.288  -0.650
H -3.027 0.336 0.562  0.326
H -3.794 1.174 -0.461  0.315

Results
**Structure (SMILES)**: CNC(=O)O.O
**LUMO**: 0.39 eV
**Multiplicity**: 1
**HOMO energy**: -10.42 eV

Arrangement d

# C2H7NO3

A cluster of 2 separate species, C2H7NO3 in total (wB97M-V/def2-TZVPD, the OMol25 dataset).

Last column: Mulliken charge in e.
Atoms and positions in Å:
O -2.408 0.859 -1.135  -0.456
C -1.464 1.543 -1.372  0.199
O -0.656 2.135 -0.478  -0.421
H -1.087 1.775 -2.371  0.346
H -0.619 1.700 0.389  0.330
N 1.964 -2.299 0.323  -0.492
C 0.899 -1.591 0.998  -0.172
O 1.358 -0.362 1.557  -0.527
H 2.039 -3.237 0.684  0.230
H 1.929 -2.334 -0.684  0.212
H 0.007 -1.465 0.377  0.221
H 0.608 -2.152 1.883  0.250
H 1.506 0.263 0.840  0.280

Results
**Structure (SMILES)**: O=CO.NCO
**LUMO**: 0.62 eV
**Multiplicity**: 1
**HOMO energy**: -9.95 eV

Which one is most stable, and which one is least stable? arrangement c is the most stable of them, while arrangement b is the least stable.

Arrangement a

# C2H7NO3

A cluster of 2 separate species, C2H7NO3 in total (wB97M-V/def2-TZVPD, the OMol25 dataset).

Last column: Mulliken charge in e.
Atoms and positions in Å:
C -2.321 0.892 0.182  -0.784
N -1.181 0.511 1.008  -0.230
C 0.029 -0.029 0.610  0.564
O 1.048 0.359 1.134  -0.558
O -0.079 -1.283 0.096  -0.459
H -2.053 1.714 -0.486  0.295
H -2.682 0.097 -0.456  0.304
H -3.107 1.223 0.859  0.292
H -0.983 1.180 1.745  0.241
H 0.545 -1.838 0.600  0.336
O 2.128 -0.478 -2.329  -0.595
H 2.819 0.053 -2.755  0.311
H 1.786 0.209 -1.768  0.282

Results
**Structure (SMILES)**: CNC(=O)O.O
**LUMO**: 0.50 eV
**Multiplicity**: 1
**HOMO energy**: -9.81 eV

Arrangement b

# C2H7NO3

A cluster of 2 separate species, C2H7NO3 in total (wB97M-V/def2-TZVPD, the OMol25 dataset).

Last column: Mulliken charge in e.
Atoms and positions in Å:
C 0.548 -2.170 -1.399  -0.546
O 0.252 -1.638 -0.113  -0.155
N 0.878 -0.544 0.305  0.361
O 1.685 -0.063 -0.454  -0.437
H -0.235 -2.890 -1.612  0.244
H 1.532 -2.649 -1.389  0.260
H 0.554 -1.362 -2.138  0.273
C -1.039 1.892 1.454  -0.566
O -0.796 1.514 0.116  -0.492
H -1.358 2.936 1.529  0.272
H -1.847 1.253 1.812  0.217
H -0.159 1.733 2.086  0.273
H -0.015 1.987 -0.196  0.297

Results
**Structure (SMILES)**: CON=O.CO
**LUMO**: 0.75 eV
**Multiplicity**: 1
**HOMO energy**: -10.10 eV

Arrangement c

# C2H7NO3

A structure of composition C2H7NO3 (wB97M-V/def2-TZVPD, the OMol25 dataset).

Last column: Mulliken charge in e.
Atoms and positions in Å:
C -0.320 0.079 0.145  0.893
C 1.300 0.765 -0.898  -0.911
N -1.360 0.168 -0.743  -0.365
O 0.626 -0.807 0.095  -0.372
O -0.460 0.802 1.261  -0.502
O -0.526 -1.658 1.578  -0.840
H -0.272 0.071 1.930  0.425
H 0.156 -2.339 1.643  0.244
H -1.305 -0.432 -1.550  0.224
H -2.210 0.549 -0.358  0.240
H 0.888 1.762 -0.765  0.329
H 1.217 0.395 -1.912  0.352
H 2.266 0.645 -0.425  0.284

Results
**LUMO (alpha / beta)**: -0.10 / -0.35 eV
**Multiplicity**: 1
**HOMO energy (alpha / beta)**: -9.03 / -7.56 eV

Which one is most stable, and which one is least stable? arrangement a is the most stable of them, while arrangement c is the least stable.

Arrangement a

# C2H6NO2

A cluster of 2 separate species, C2H6NO2 in total (wB97M-V/def2-TZVPD, the OMol25 dataset).

Last column: Mulliken charge in e.
Atoms and positions in Å:
C 0.195 1.183 0.223  -1.126
C 0.485 -1.009 -0.726  -0.410
N 0.436 -0.221 0.389  0.196
O -0.235 -0.782 1.432  -0.502
O 0.437 -2.225 -0.579  -0.463
H 0.991 1.564 -0.294  0.270
H -0.813 1.309 -0.387  0.431
H 0.096 1.705 1.222  0.204
H -1.556 -0.292 -0.623  0.259
H 1.022 -0.452 -1.616  0.016
H -1.058 -0.781 0.958  0.125

Results
**Total charge**: -1
**LUMO**: 4.47 eV
**Multiplicity**: 1
**HOMO energy**: -2.17 eV

Arrangement b

# C2H6NO2

A cluster of 2 separate species, C2H6NO2 in total (wB97M-V/def2-TZVPD, the OMol25 dataset).

Last column: Mulliken charge in e.
Atoms and positions in Å:
C 0.146 2.827 -0.410  -0.533
O 0.739 1.719 -0.997  -0.528
H -0.081 2.666 0.648  0.227
H 0.813 3.688 -0.506  0.217
H -0.776 3.163 -0.913  0.215
C -0.494 -1.919 0.269  -0.183
N -0.239 -0.658 0.002  -0.526
O -0.180 -2.620 1.259  -0.731
H -1.077 -2.426 -0.530  0.322
H 0.146 0.940 -0.942  0.452
H 0.249 -0.292 0.818  0.067

Results
**Total charge**: -1
**LUMO**: 4.00 eV
**Multiplicity**: 1
**HOMO energy**: -3.59 eV

Which one is most stable, and which one is least stable? arrangement b is the most stable of them, while arrangement a is the least stable.

Arrangement a

# C3H11N2

A cluster of 2 separate species, C3H11N2 in total (wB97M-V/def2-TZVPD, the OMol25 dataset).

Last column: Mulliken spin population.
Atoms and positions in Å:
C -2.168 2.222 -0.215  0.017
N -0.968 1.917 0.411  0.830
H -2.605 3.261 -0.250  0.057
H -2.448 1.369 -0.833  0.019
H -0.124 0.173 0.060  0.002
H -0.525 2.709 0.718  0.029
C 2.044 -0.543 -0.201  0.001
N 0.448 -0.624 -0.318  0.037
C -0.112 -1.931 0.365  0.001
H 2.281 -1.402 0.387  0.000
H 2.384 -0.381 -1.201  0.001
H 2.304 0.385 0.400  0.003
H 0.298 -0.639 -1.349  -0.002
H 0.550 -1.898 1.291  0.000
H -0.200 -2.946 -0.104  0.003
H -1.161 -1.671 0.840  0.001

Results
**Total charge**: +2
**LUMO (alpha / beta)**: -11.10 / -14.96 eV
**Multiplicity**: 2
**HOMO energy (alpha / beta)**: -21.29 / -21.28 eV

Arrangement b

# C3H11N2

A cluster of 2 separate species, C3H11N2 in total (wB97M-V/def2-TZVPD, the OMol25 dataset).

Last column: Mulliken spin population.
Atoms and positions in Å:
C -2.439 0.793 0.718  0.070
N -1.492 0.570 -0.354  0.735
H -2.133 1.583 1.427  0.015
H -3.369 1.244 0.318  0.121
H -2.648 -0.190 1.142  0.025
H -1.947 0.010 -1.091  -0.003
H -0.001 -0.499 -0.172  -0.004
H -1.069 1.443 -0.700  -0.008
C 1.746 0.635 0.116  -0.002
C 1.470 -1.734 -0.444  -0.003
N 1.064 -0.591 -0.036  0.046
H 1.474 1.183 1.018  0.001
H 1.559 1.510 -0.562  0.000
H 2.830 0.669 0.062  0.002
H 0.847 -2.576 -0.166  0.002
H 2.457 -1.974 -0.839  0.003

Results
**Total charge**: +2
**LUMO (alpha / beta)**: -9.31 / -13.97 eV
**Multiplicity**: 2
**HOMO energy (alpha / beta)**: -20.94 / -20.93 eV

Which one is most stable, and which one is least stable? arrangement b is the most stable of them, while arrangement a is the least stable.

Arrangement a

# C3H8O2

A cluster of 2 separate species, C3H8O2 in total (wB97M-V/def2-TZVPD, the OMol25 dataset).

Last column: Mulliken charge in e.
Atoms and positions in Å:
C 0.747 -0.566 -0.958  -0.664
C -0.425 -0.294 -0.315  -0.210
C -1.443 0.714 -0.736  -0.375
O -1.684 1.654 0.394  -0.542
H 1.139 0.303 -1.567  0.209
H 1.287 -1.608 -1.167  0.221
H -0.690 -1.051 0.355  0.390
H -2.347 0.348 -1.123  0.313
H -1.031 1.377 -1.416  0.281
H -0.750 1.532 0.719  0.357
O 2.035 -0.936 2.219  -0.653
H 1.891 -0.036 1.732  0.351
H 1.272 -1.438 1.862  0.323

Results
**Structure (SMILES)**: C=CCO.O
**LUMO**: 0.41 eV
**Multiplicity**: 1
**HOMO energy**: -10.15 eV

Arrangement b

# C3H8O2

A cluster of 2 separate species, C3H8O2 in total (wB97M-V/def2-TZVPD, the OMol25 dataset).

Last column: Mulliken charge in e.
Atoms and positions in Å:
C 2.949 0.735 0.599  -0.903
C 1.767 0.924 1.183  0.705
C 0.535 0.262 0.612  -1.018
O 1.474 1.551 2.346  -0.496
H 3.020 0.146 -0.303  0.255
H 3.913 0.905 1.067  0.268
H 0.682 -0.540 -0.100  0.316
H -0.058 -0.246 1.379  0.303
H -0.073 1.042 0.135  0.246
H 2.112 1.437 3.052  0.323
O -5.494 -2.163 -3.686  -0.642
H -4.773 -1.610 -3.307  0.325
H -6.054 -2.442 -2.977  0.317

Results
**Structure (SMILES)**: C=C(C)O.O
**LUMO**: 0.82 eV
**Multiplicity**: 1
**HOMO energy**: -9.08 eV

Arrangement c

# C3H8O2

A structure of composition C3H8O2 (wB97M-V/def2-TZVPD, the OMol25 dataset).

Last column: Mulliken charge in e.
Atoms and positions in Å:
O -0.639 1.211 0.620  -0.507
C -1.145 -0.054 0.199  -0.375
C -0.208 -0.678 -0.803  -0.790
C 1.709 -0.417 0.135  -0.506
O 1.956 0.864 -0.183  -0.370
H -1.272 1.593 1.239  0.286
H -2.134 0.079 -0.272  0.334
H -1.283 -0.717 1.066  0.334
H -0.071 -0.054 -1.688  0.330
H -0.569 -1.672 -1.090  0.353
H 1.216 -0.534 1.108  0.194
H 1.066 -1.072 -0.663  0.378
H 1.372 1.451 0.332  0.340

Results
**LUMO**: 0.59 eV
**Multiplicity**: 1
**HOMO energy**: -7.77 eV

Which one is most stable, and which one is least stable? arrangement b is the most stable of them, while arrangement c is the least stable.

Arrangement a

# C3H8O2

A cluster of 2 separate species, C3H8O2 in total (wB97M-V/def2-TZVPD, the OMol25 dataset).

Last column: Mulliken charge in e.
Atoms and positions in Å:
C -0.375 -3.733 -2.631  -0.039
O 0.553 -4.459 -2.476  -0.365
H -0.601 -3.273 -3.623  0.201
H -1.092 -3.433 -1.832  0.203
C 0.112 2.133 2.754  -1.012
C -0.058 2.052 1.244  -0.210
O -0.123 3.366 0.698  -0.486
H -0.827 2.387 3.241  0.275
H 0.817 2.932 2.970  0.289
H 0.472 1.198 3.212  0.318
H 0.876 1.584 0.825  0.211
H -0.756 1.213 1.038  0.306
H -0.753 3.195 -0.010  0.309

Results
**Structure (SMILES)**: C=O.CCO
**LUMO**: 0.59 eV
**Multiplicity**: 1
**HOMO energy**: -10.30 eV

Arrangement b

# C3H8O2

A cluster of 2 separate species, C3H8O2 in total (wB97M-V/def2-TZVPD, the OMol25 dataset).

Last column: Mulliken charge in e.
Atoms and positions in Å:
C 1.892 0.655 -1.050  -0.911
C 1.339 -0.524 -0.973  0.735
O 0.153 -0.867 -1.531  -0.467
O 1.982 -1.680 -0.509  -0.542
H 1.364 1.452 -1.542  0.252
H 2.762 0.735 -0.569  0.275
H 0.080 -1.729 -1.062  0.355
H 2.894 -1.399 -0.195  0.297
C -1.800 0.110 0.812  -1.115
H -1.305 -0.302 1.638  0.272
H -1.915 -0.296 -0.188  0.239
H -1.346 1.029 0.473  0.270
H -2.779 0.226 1.220  0.339

Results
**Structure (SMILES)**: C=C(O)O.C
**LUMO**: 0.64 eV
**Multiplicity**: 1
**HOMO energy**: -8.96 eV

Which one is most stable, and which one is least stable? arrangement b is the most stable of them, while arrangement a is the least stable.